<one>
Computed, not measured: a structure of composition CHBr3, with wB97M-V/def2-TZVPD.

Total charge ... 0

Last column: Löwdin charge in e.
Geometry (Å):
Br1 -0.8621 21.1903 10.8086  0.548
Br2 2.0180 20.8582 11.8255  0.422
Br3 -0.2540 18.9674 13.5163  0.530
C1 0.1830 19.8802 11.7867  -1.455
H1 0.2575 18.9857 11.1683  -0.045

<two>
Computed, not measured: a structure of composition CHBr3, with wB97M-V/def2-TZVPD.

Total charge ... 0

Last column: Löwdin charge in e.
Geometry (Å):
Br1 -0.4019 1.7396 0.2956  0.587
Br2 0.9380 -0.7591 1.5035  0.563
Br3 -1.3903 -1.1122 -0.8128  0.536
C1 0.0901 -0.0327 -0.0763  -1.654
H1 0.7641 0.1644 -0.9100  -0.033

Most stable structure - <two>; separation to the second - 0.0159 hartree.